1.
{
  "formula": "C28H18Cl44NS2",
  "method": "ωB97M-V with the def2-TZVPD basis set",
  "symbols": ["C", "C", "C", "C", "S", "C", "S", "N", "C", "C", "C", "C", "C", "C", "C", "C", "C", "C", "C", "C", "H", "H", "H", "H", "H", "H", "H", "H", "H", "H", "H", "H", "H", "H", "H", "H", "H", "H", "C", "Cl", "Cl", "Cl", "Cl", "C", "Cl", "Cl", "Cl", "Cl", "C", "Cl", "Cl", "Cl", "Cl", "C", "Cl", "Cl", "Cl", "Cl", "C", "Cl", "Cl", "Cl", "Cl", "C", "Cl", "Cl", "Cl", "Cl", "C", "Cl", "Cl", "Cl", "Cl", "C", "Cl", "Cl", "Cl", "Cl", "C", "Cl", "Cl", "Cl", "Cl", "C", "Cl", "Cl", "Cl", "Cl", "C", "Cl", "Cl", "Cl", "Cl"],
  "coordinates": [[3.96259, -0.79505, -0.23742], [2.93744, 0.34122, -0.32769], [2.23211, 0.62190, 1.00639], [1.33248, 1.85676, 0.81226], [0.12787, 2.11405, 2.15804], [-1.24176, 3.04244, 1.53199], [-1.87368, 4.20410, 2.46967], [-1.84488, 2.74240, 0.25113], [-1.27781, 3.48285, -0.83642], [-1.92700, 3.41021, -2.06385], [-1.44217, 4.07689, -3.17044], [-0.29455, 4.86468, -3.10841], [0.33077, 4.96713, -1.86988], [-0.14986, 4.28761, -0.75592], [-1.84816, 1.30798, 0.06903], [-1.26482, 0.63099, -0.98678], [-1.26561, -0.75363, -1.07084], [-1.88946, -1.48663, -0.07214], [-2.52005, -0.81657, 0.97055], [-2.48961, 0.56043, 1.04434], [3.38492, -1.73147, -0.27337], [4.54907, -0.77782, -1.16613], [3.42905, 1.28280, -0.60420], [2.15029, 0.14650, -1.08965], [1.66257, -0.24218, 1.34738], [3.00983, 0.90248, 1.71336], [0.83933, 1.76724, -0.15377], [1.96892, 2.73885, 0.75173], [-2.82629, 2.82569, -2.19858], [-1.94746, 4.01638, -4.12395], [0.10693, 5.37068, -3.97133], [1.22078, 5.57831, -1.80042], [0.39479, 4.38884, 0.17108], [-0.77565, 1.17451, -1.78338], [-0.78739, -1.28601, -1.87949], [-1.85933, -2.57115, -0.12227], [-3.01756, -1.42116, 1.71735], [-2.98888, 1.03010, 1.88277], [1.15745, -0.01978, 5.53456], [-0.35165, -0.44309, 4.72130], [2.48120, -0.07038, 4.37805], [1.02270, 1.60707, 6.21792], [1.47071, -1.17749, 6.83961], [4.10397, -0.67719, 9.64922], [5.32624, -0.85684, 10.91677], [4.89362, -0.60106, 8.07508], [3.00589, -2.06276, 9.69609], [3.18487, 0.80633, 9.92240], [-5.12955, -4.28447, -0.70057], [-6.07990, -4.41402, 0.78911], [-6.13534, -3.61060, -1.98818], [-3.75133, -3.20654, -0.38827], [-4.54817, -5.88470, -1.17723], [5.30528, 1.41054, -3.58134], [5.96760, -0.10653, -2.99673], [5.77620, 2.72228, -2.49281], [5.93608, 1.75159, -5.21080], [3.54378, 1.31115, -3.65502], [-3.52562, 1.99265, -6.07266], [-1.89035, 1.85180, -6.72512], [-3.99153, 3.70129, -6.04837], [-4.65181, 1.09073, -7.09936], [-3.55321, 1.32590, -4.44060], [-4.93062, -2.30882, 4.84066], [-4.27342, -0.77283, 4.26803], [-3.69777, -3.16214, 5.77396], [-6.33887, -1.99860, 5.86668], [-5.41493, -3.29880, 3.45561], [2.33428, -4.36912, -0.10056], [3.46140, -4.38012, 1.24851], [3.22029, -4.21147, -1.61537], [1.36567, -5.88131, -0.08206], [1.25788, -2.99028, 0.06906], [-3.37888, 7.84095, -4.84726], [-2.43969, 9.16737, -5.54370], [-2.34467, 6.77217, -3.89916], [-4.64945, 8.49987, -3.80858], [-4.11291, 6.88816, -6.14795], [-7.05320, 0.50001, -2.12562], [-5.58737, 0.60627, -1.14471], [-6.64596, 0.81754, -3.81285], [-7.74364, -1.12180, -1.97849], [-8.22979, 1.69396, -1.56332], [4.38322, -8.58468, -2.43435], [5.58157, -7.54044, -3.20829], [5.18754, -9.61536, -1.24144], [3.16608, -7.59109, -1.63561], [3.61284, -9.60419, -3.66249], [7.11945, -3.87075, 2.97724], [6.72498, -3.11699, 1.44236], [5.67069, -4.63391, 3.65731], [8.37705, -5.10344, 2.75450], [7.70328, -2.63839, 4.10417]],
  "total_charge": -1,
  "lumo_ev": 1.4,
  "total_energy_ha": -22177.09040,
  "gap_ha": 0.1317
}

2.
{
  "formula": "C4H8O3",
  "method": "ωB97M-V with the def2-TZVPD basis set",
  "symbols": ["C", "C", "O", "C", "O", "C", "O", "H", "H", "H", "H", "H", "H", "H", "H"],
  "coordinates": [[-0.86247, 1.00954, -1.19617], [-0.69038, -0.75729, -0.38467], [0.10142, -1.46789, -1.00537], [-0.29982, 0.39955, 0.37303], [0.57225, -1.61137, 1.60786], [1.16820, 0.72908, 0.53242], [1.60963, 1.46349, 1.38562], [-1.25469, 0.41180, -2.05783], [-1.65069, 1.68849, -0.91841], [0.04720, 1.45320, -1.57962], [-1.77654, -0.93831, -0.33569], [0.63029, -1.86216, 0.66339], [-0.88583, 0.71466, 1.25118], [1.47783, -1.52392, 1.91475], [1.81363, 0.29113, -0.25049]],
  "lumo_ev": 0.4,
  "total_energy_ha": -382.83338,
  "e_above_lowest_kj_mol": 345.1,
  "gap_ha": 0.3767
}